Computed, not measured: 14 unconnected molecules or ions with the total composition C87H193N16O14P at a distorted geometry, with ωB97M-V/def2-TZVPD.

The electronic energy comes out at -155126.58753 eV. As for the largest force on an atom: 4.37 eV/A. As for the net charge: 0. Its spin multiplicity is 1. For the HOMO energy, the calculation gives -7.62 eV. The value obtained for the molecular weight is 1718.57 g/mol. For the orbital gap, the calculation gives 7.569 eV.

Last column: Löwdin charge in e.
Element x y z (Å)
1 C -1.765 21.461 16.129  -0.30
2 O -1.867 22.506 16.800  -0.02
3 N -2.129 20.186 16.525  -0.17
4 C -2.014 19.060 15.640  -0.07
5 C -3.077 20.002 17.641  -0.04
6 H -1.219 21.271 15.192  0.12
7 H -1.986 19.387 14.601  0.08
8 H -2.941 18.488 15.656  0.09
9 H -1.283 18.305 15.931  0.06
10 H -3.479 18.990 17.704  0.03
11 H -2.610 20.315 18.574  0.08
12 H -3.989 20.532 17.368  0.10
13 C -1.128 13.666 7.990  -0.40
14 O -1.722 14.388 7.255  0.03
15 N -0.462 12.620 7.532  -0.17
16 C 0.403 11.732 8.325  -0.05
17 C -0.356 12.318 6.079  -0.04
18 H -1.256 13.558 9.079  0.14
19 H 1.180 11.286 7.705  0.08
20 H -0.128 10.926 8.832  0.08
21 H 0.902 12.335 9.084  0.07
22 H 0.677 12.354 5.732  0.08
23 H -0.639 11.303 5.802  0.08
24 H -0.947 12.994 5.461  0.08
25 C -4.853 20.852 9.100  -0.36
26 O -3.872 21.307 8.531  -0.01
27 N -4.947 19.569 9.463  -0.17
28 C -6.067 19.107 10.322  -0.06
29 C -4.033 18.541 8.951  -0.03
30 H -5.618 21.570 9.434  0.13
31 H -6.734 19.902 10.655  0.08
32 H -5.768 18.629 11.255  0.08
33 H -6.730 18.412 9.807  0.07
34 H -3.545 18.816 8.016  0.09
35 H -3.299 18.306 9.722  0.08
36 H -4.614 17.644 8.740  0.08
37 C -2.258 15.372 13.686  -0.32
38 O -1.596 16.276 13.253  0.03
39 N -2.235 14.939 14.989  -0.14
40 C -2.859 13.617 15.394  -0.02
41 C -1.395 15.421 15.992  -0.10
42 H -2.858 14.693 13.061  0.13
43 H -3.588 13.243 14.675  0.08
44 H -3.396 13.670 16.341  0.07
45 H -2.095 12.853 15.541  0.05
46 H -0.746 14.703 16.493  0.09
47 H -0.761 16.200 15.567  0.08
48 H -1.823 15.995 16.814  0.06
49 C -6.439 17.688 18.462  -0.31
50 O -5.394 17.980 17.863  -0.02
51 N -7.336 16.824 17.945  -0.19
52 C -8.617 16.627 18.673  -0.03
53 C -7.314 16.016 16.763  -0.05
54 H -6.848 18.126 19.385  0.14
55 H -9.364 17.367 18.386  0.10
56 H -8.282 16.883 19.679  0.08
57 H -8.904 15.580 18.763  0.06
58 H -6.268 15.827 16.522  0.09
59 H -7.737 15.050 17.038  0.06
60 H -7.926 16.596 16.072  0.11
61 C -5.277 15.818 20.965  -0.30
62 O -5.622 16.188 22.133  -0.04
63 N -5.489 14.615 20.398  -0.20
64 C -4.909 14.341 19.134  -0.05
65 C -6.102 13.521 21.025  -0.04
66 H -4.591 16.432 20.361  0.11
67 H -4.091 15.023 18.902  0.08
68 H -5.609 14.453 18.306  0.08
69 H -4.447 13.355 19.194  0.08
70 H -6.900 13.195 20.358  0.06
71 H -5.375 12.715 21.121  0.10
72 H -6.463 13.882 21.988  0.10
73 O 3.524 19.343 19.301  -0.29
74 P 3.418 20.305 18.192  0.64
75 N 2.260 21.597 18.480  -0.28
76 C 1.686 22.477 17.468  -0.12
77 C 2.364 22.227 19.761  -0.15
78 N 2.883 19.483 16.813  -0.28
79 C 1.638 18.877 16.823  -0.19
80 C 3.769 18.840 15.844  -0.10
81 N 4.963 21.052 17.830  -0.32
82 C 5.098 22.116 16.877  -0.13
83 C 6.036 21.039 18.861  -0.10
84 H 2.401 23.235 17.148  0.07
85 H 0.730 22.903 17.770  0.08
86 H 1.501 21.987 16.512  0.07
87 H 1.969 21.610 20.568  0.08
88 H 1.781 23.147 19.749  0.08
89 H 3.302 22.671 20.095  0.07
90 H 1.252 19.030 15.815  0.07
91 H 1.492 17.798 16.765  0.08
92 H 0.875 19.046 17.582  0.08
93 H 4.305 19.479 15.143  0.07
94 H 4.515 18.213 16.331  0.09
95 H 3.218 18.199 15.155  0.07
96 H 4.791 22.984 17.459  0.08
97 H 6.118 22.071 16.493  0.09
98 H 4.291 22.048 16.148  0.07
99 H 6.049 21.945 19.467  0.08
100 H 6.949 20.865 18.291  0.07
101 H 5.938 20.147 19.480  0.07
102 C 1.858 20.868 13.217  -0.05
103 C 2.252 20.258 11.897  -0.53
104 C 2.376 18.755 12.178  -0.12
105 C 1.077 17.871 12.062  -0.18
106 C 0.164 18.110 10.917  -0.09
107 C -0.001 19.765 10.635  -0.39
108 N 1.326 20.503 10.784  -0.07
109 O 1.270 21.919 10.373  -0.02
110 C -0.441 19.988 9.193  -0.06
111 C -1.084 20.297 11.639  -0.02
112 C 3.685 20.741 11.552  -0.03
113 H 1.521 21.877 12.978  0.09
114 H 2.615 20.914 14.000  0.07
115 H 1.025 20.364 13.708  0.06
116 H 3.092 18.303 11.492  0.11
117 H 2.946 18.570 13.089  0.09
118 H 0.502 18.099 12.959  0.08
119 H 1.253 16.836 12.355  0.09
120 H -0.801 17.858 11.357  0.08
121 H 0.300 17.645 9.940  0.11
122 H 0.408 19.721 8.564  0.08
123 H -1.069 19.209 8.760  0.07
124 H -0.776 20.943 8.790  0.08
125 H -0.859 19.968 12.654  0.04
126 H -1.017 21.384 11.599  0.08
127 H -2.058 19.894 11.363  0.07
128 H 4.489 20.530 12.257  0.08
129 H 3.617 21.822 11.435  0.07
130 H 3.861 20.508 10.502  0.08
131 H 1.128 21.849 9.426  0.08
132 C -1.735 16.980 19.136  -0.05
133 C -0.940 17.325 20.355  -0.47
134 C -1.877 16.950 21.593  -0.11
135 C -1.873 15.435 21.914  -0.19
136 C -0.445 14.971 22.182  -0.13
137 C 0.442 15.163 20.896  -0.46
138 N 0.349 16.601 20.408  -0.09
139 O 1.283 16.996 19.429  -0.01
140 C 1.803 14.990 21.560  -0.08
141 C 0.338 14.063 19.867  -0.04
142 C -0.663 18.848 20.490  -0.02
143 H -1.081 17.108 18.274  0.07
144 H -2.724 17.388 18.926  0.07
145 H -1.848 15.899 19.210  0.06
146 H -1.400 17.384 22.472  0.11
147 H -2.858 17.413 21.487  0.10
148 H -2.419 14.863 21.164  0.09
149 H -2.398 15.263 22.854  0.11
150 H -0.662 13.916 22.348  0.12
151 H -0.097 15.377 23.132  0.12
152 H 2.614 14.989 20.831  0.08
153 H 2.071 15.727 22.317  0.09
154 H 1.926 13.998 21.995  0.08
155 H 1.130 14.168 19.125  0.08
156 H 0.556 13.058 20.228  0.08
157 H -0.593 14.101 19.301  0.06
158 H -1.599 19.268 20.859  0.07
159 H -0.493 19.439 19.590  0.06
160 H 0.026 19.162 21.274  0.09
161 H 1.812 17.615 19.938  0.08
162 C -0.662 9.607 20.681  -0.04
163 C -1.558 8.552 20.004  -0.37
164 C -3.060 8.401 20.593  -0.10
165 C -4.176 9.193 19.906  -0.21
166 C -4.054 9.122 18.437  -0.19
167 C -2.707 9.538 17.895  -0.51
168 N -1.661 8.772 18.518  -0.10
169 O -0.408 9.007 17.874  -0.01
170 C -2.812 9.118 16.407  -0.02
171 C -2.610 11.080 18.070  -0.01
172 C -0.851 7.093 20.251  -0.02
173 H 0.388 9.398 20.481  0.07
174 H -0.731 9.638 21.768  0.09
175 H -0.812 10.616 20.297  0.06
176 H -3.354 7.365 20.761  0.10
177 H -3.260 8.747 21.607  0.11
178 H -3.993 10.218 20.230  0.10
179 H -5.165 8.866 20.228  0.12
180 H -4.888 9.673 18.002  0.11
181 H -4.115 8.062 18.187  0.13
182 H -3.558 9.708 15.875  0.08
183 H -1.919 9.303 15.811  0.05
184 H -3.018 8.052 16.309  0.09
185 H -3.568 11.570 17.901  0.07
186 H -2.369 11.221 19.123  0.06
187 H -1.806 11.580 17.529  0.07
188 H -1.073 6.471 19.383  0.07
189 H -1.101 6.497 21.128  0.07
190 H 0.226 7.244 20.324  0.06
191 H -0.242 8.156 17.461  0.10
192 C -12.936 14.109 10.582  -0.02
193 C -11.483 14.605 10.259  -0.52
194 C -11.520 16.109 10.399  -0.15
195 C -10.122 16.750 10.155  -0.18
196 C -9.261 16.366 11.326  -0.13
197 C -9.126 14.757 11.405  -0.41
198 N -10.489 14.074 11.228  -0.13
199 O -10.376 12.693 11.137  -0.01
200 C -8.045 14.301 10.358  -0.03
201 C -8.675 14.392 12.834  -0.04
202 C -11.183 14.234 8.796  -0.03
203 H -12.893 14.194 11.668  0.08
204 H -13.053 13.089 10.216  0.07
205 H -13.715 14.683 10.081  0.08
206 H -12.170 16.490 9.611  0.11
207 H -12.049 16.403 11.305  0.12
208 H -10.186 17.833 10.047  0.11
209 H -9.770 16.429 9.175  0.10
210 H -9.487 16.942 12.224  0.12
211 H -8.358 16.928 11.088  0.09
212 H -8.138 14.893 9.448  0.06
213 H -7.130 14.682 10.811  0.09
214 H -8.134 13.343 9.846  0.07
215 H -9.524 14.270 13.506  0.08
216 H -8.048 13.520 12.650  0.07
217 H -8.077 15.195 13.265  0.07
218 H -11.711 14.992 8.217  0.08
219 H -11.557 13.286 8.407  0.08
220 H -10.123 14.341 8.569  0.07
221 H -10.648 12.488 12.035  0.10
222 C -6.468 10.659 9.800  0.00
223 C -5.305 10.125 10.738  -0.51
224 C -5.563 10.230 12.229  -0.14
225 C -6.658 9.244 12.752  -0.17
226 C -6.205 7.842 12.421  -0.17
227 C -5.606 7.581 11.008  -0.39
228 N -4.774 8.798 10.480  -0.11
229 O -4.479 8.535 9.147  -0.02
230 C -4.671 6.393 11.208  -0.06
231 C -6.924 7.236 10.071  0.00
232 C -4.097 11.070 10.442  -0.04
233 H -7.440 10.525 10.276  0.07
234 H -6.445 9.935 8.986  0.07
235 H -6.451 11.739 9.653  0.06
236 H -4.615 10.091 12.751  0.12
237 H -6.038 11.206 12.322  0.11
238 H -7.664 9.501 12.420  0.10
239 H -6.617 9.559 13.795  0.10
240 H -7.063 7.182 12.551  0.11
241 H -5.436 7.668 13.174  0.11
242 H -3.886 6.731 11.885  0.08
243 H -5.089 5.523 11.715  0.08
244 H -4.354 6.013 10.237  0.08
245 H -6.919 7.820 9.150  0.05
246 H -6.872 6.204 9.726  0.07
247 H -7.868 7.319 10.609  0.07
248 H -4.193 11.995 11.010  0.08
249 H -3.909 11.188 9.375  0.08
250 H -3.181 10.553 10.729  0.06
251 H -3.522 8.512 9.085  0.11
252 C -10.226 13.484 16.832  -0.02
253 C -10.793 12.697 18.037  -0.44
254 C -11.540 11.413 17.469  -0.15
255 C -10.628 10.340 17.026  -0.20
256 C -9.875 9.937 18.240  -0.16
257 C -9.091 11.043 19.012  -0.50
258 N -9.799 12.338 19.065  -0.14
259 O -9.153 13.421 19.583  -0.01
260 C -8.848 10.553 20.390  -0.02
261 C -7.855 11.175 18.126  -0.02
262 C -11.930 13.440 18.780  -0.03
263 H -10.899 13.601 15.982  0.09
264 H -9.427 12.983 16.285  0.06
265 H -9.732 14.424 17.077  0.04
266 H -12.255 11.150 18.248  0.12
267 H -12.249 11.656 16.678  0.12
268 H -9.880 10.624 16.285  0.11
269 H -11.188 9.559 16.512  0.12
270 H -9.362 8.983 18.113  0.13
271 H -10.634 9.622 18.956  0.11
272 H -8.074 9.794 20.276  0.09
273 H -8.418 11.447 20.840  0.07
274 H -9.644 10.173 21.031  0.10
275 H -8.028 11.735 17.207  0.07
276 H -7.089 11.743 18.654  0.06
277 H -7.393 10.218 17.885  0.08
278 H -11.597 14.478 18.801  0.07
279 H -12.010 13.241 19.849  0.09
280 H -12.891 13.440 18.266  0.09
281 H -9.288 13.308 20.527  0.11
282 C 1.530 9.412 13.340  -0.04
283 C 0.687 10.657 13.420  -0.42
284 C 0.278 10.928 14.934  -0.14
285 C 1.344 11.630 15.779  -0.19
286 C 1.783 12.899 15.057  -0.12
287 C 2.385 12.698 13.633  -0.50
288 N 1.518 11.812 12.831  -0.10
289 O 1.922 11.722 11.457  -0.02
290 C 2.290 14.031 12.907  -0.04
291 C 3.816 12.217 13.878  -0.03
292 C -0.699 10.690 12.675  -0.03
293 H 2.470 9.502 13.884  0.08
294 H 1.886 9.016 12.389  0.08
295 H 0.816 8.675 13.706  0.09
296 H -0.520 11.670 14.909  0.08
297 H -0.042 10.052 15.499  0.09
298 H 1.997 10.779 15.974  0.11
299 H 0.929 11.818 16.769  0.10
300 H 2.612 13.124 15.728  0.12
301 H 1.024 13.676 15.148  0.11
302 H 2.649 14.784 13.609  0.08
303 H 2.623 14.122 11.874  0.09
304 H 1.263 14.392 12.838  0.07
305 H 4.596 12.942 14.113  0.09
306 H 3.821 11.373 14.567  0.08
307 H 4.206 11.919 12.905  0.07
308 H -0.929 11.755 12.675  0.08
309 H -1.550 10.061 12.935  0.07
310 H -0.574 10.596 11.596  0.06
311 H 2.682 11.135 11.489  0.08